[1]
Molecular formula: C5H11N
Method: DFT, ωB97M-V/def2-TZVPD

Computed properties:
Molecular weight   85.15 g/mol
Gap between HOMO and LUMO   0.350 Eh
Relative energy (zero: lowest compared OMol25 entry of this formula, charge and spin)   29.4 kcal/mol
Multiplicity   1
Electronic energy   -6852.25413 eV
SMILES   C=CCN(C)C

Positions of all 17 atoms, in Å:
C  0.814  1.253  -0.505
C  1.249  -1.944  0.003
C  0.040  -1.496  0.326
C  -0.173  -0.244  1.143
N  -0.338  0.955  0.326
C  -1.575  0.997  -0.433
H  0.752  2.287  -0.861
H  1.733  1.154  0.082
H  0.914  0.592  -1.386
H  1.405  -2.745  -0.715
H  2.141  -1.492  0.434
H  -0.839  -1.965  -0.116
H  0.689  -0.076  1.801
H  -1.057  -0.326  1.788
H  -1.519  0.474  -1.407
H  -1.853  2.040  -0.627
H  -2.384  0.537  0.147

***

[2]
Molecular formula: C33H51Br2N2O3P
Method: DFT, ωB97M-V/def2-TZVPD

Computed properties:
Molecular weight   714.56 g/mol
Gap between HOMO and LUMO (alpha / beta)   0.332 / 0.317 Eh
Multiplicity   3
Electronic energy   -193531.87930 eV

Positions of all 92 atoms, in Å:
C  -1.096  0.940  -6.424
C  -0.632  0.296  -7.358
P  0.048  -0.936  -8.626
C  0.161  -0.259  -10.400
C  0.291  0.309  -11.481
C  1.836  -0.296  -8.389
C  2.302  -0.141  -6.884
O  3.082  0.781  -6.640
C  1.899  -1.076  -5.694
C  1.293  -0.389  -4.490
C  0.817  -1.128  -3.290
C  0.963  -2.622  -3.305
C  1.595  -3.309  -4.475
C  2.079  -2.556  -5.691
C  -1.736  -1.581  -8.908
Br  -2.119  -2.092  -10.811
C  -2.145  -2.853  -8.042
C  -3.746  -2.782  -7.869
Br  -1.401  -2.893  -6.214
H  -1.209  1.386  -5.400
H  0.514  -2.253  -8.288
H  0.205  1.135  -12.237
H  2.581  -0.941  -8.951
H  1.869  0.742  -8.859
H  1.178  0.738  -4.512
H  0.353  -0.534  -2.455
H  0.567  -3.173  -2.405
H  1.665  -4.434  -4.404
H  2.524  -3.076  -6.578
H  -2.465  -0.755  -8.674
H  -1.951  -3.787  -8.651
H  -4.267  -2.647  -8.857
H  -4.112  -3.662  -7.271
H  -3.938  -1.849  -7.242
C  1.228  -0.342  2.460
C  0.029  -1.279  2.159
C  -0.736  -1.616  3.457
C  -0.011  -2.617  4.345
C  0.319  -3.883  3.558
C  1.112  -3.586  2.270
N  0.492  -2.505  1.439
O  -0.579  -3.039  0.832
C  2.562  -3.219  2.671
C  1.290  -4.898  1.473
C  -0.898  -0.386  1.301
H  1.077  0.212  3.390
H  2.189  -0.838  2.541
H  1.372  0.392  1.662
H  -1.722  -2.026  3.211
H  -0.928  -0.702  4.027
H  0.895  -2.169  4.763
H  -0.644  -2.875  5.199
H  0.883  -4.566  4.200
H  -0.617  -4.398  3.313
H  3.119  -2.826  1.815
H  3.105  -4.097  3.030
H  2.616  -2.501  3.489
H  0.338  -5.372  1.223
H  1.855  -5.631  2.052
H  1.839  -4.718  0.544
H  -0.428  -0.138  0.344
H  -1.103  0.555  1.820
H  -1.864  -0.849  1.094
C  -2.315  5.106  5.430
C  -1.627  3.751  5.119
C  -1.674  2.822  6.351
C  -0.692  3.216  7.446
C  0.723  3.307  6.880
C  0.814  4.253  5.667
N  -0.232  3.974  4.631
O  0.144  2.864  3.979
C  0.713  5.709  6.182
C  2.242  4.186  5.080
C  -2.553  3.133  4.044
H  -3.028  5.011  6.253
H  -1.639  5.913  5.690
H  -2.864  5.484  4.563
H  -1.456  1.792  6.048
H  -2.686  2.800  6.767
H  -0.992  4.163  7.904
H  -0.717  2.471  8.246
H  1.403  3.640  7.670
H  1.054  2.300  6.598
H  0.592  6.412  5.353
H  1.620  6.000  6.718
H  -0.096  5.861  6.897
H  2.530  3.174  4.786
H  2.980  4.514  5.815
H  2.335  4.838  4.207
H  -2.538  3.726  3.125
H  -3.586  3.109  4.403
H  -2.285  2.106  3.789

***

[3]
Molecular formula: C5H9NO
Method: DFT, ωB97M-V/def2-TZVPD

Computed properties:
Molecular weight   99.13 g/mol
Gap between HOMO and LUMO (alpha / beta)   0.291 / 0.323 Eh
Relative energy (zero: lowest compared OMol25 entry of this formula, charge and spin)   88.9 kcal/mol
Multiplicity   1
Electronic energy   -8865.35720 eV

Positions of all 16 atoms, in Å:
C  1.805  0.421  -0.185
C  0.423  -0.144  0.073
C  0.359  -1.325  1.004
C  -1.576  1.195  0.351
N  -1.518  0.615  -0.965
C  -0.467  -0.209  -1.089
O  -0.114  -1.029  -1.918
H  2.567  -0.356  -0.389
H  2.116  0.937  0.722
H  1.824  1.115  -1.030
H  0.451  -0.898  2.002
H  1.166  -2.067  0.879
H  -0.598  -1.846  0.921
H  -2.284  0.661  1.007
H  -1.931  2.247  0.300
H  -2.225  0.681  -1.683

***

[4]
Molecular formula: C2H2AuO2
Method: DFT, ωB97M-V/def2-TZVPD

Computed properties:
Molecular weight   255.00 g/mol
Gap between HOMO and LUMO (alpha / beta)   0.270 / 0.211 Eh
Relative energy (zero: lowest compared OMol25 entry of this formula, charge and spin)   0.0 kcal/mol
Multiplicity   4
Electronic energy   -9886.88740 eV

Positions of all 7 atoms, in Å:
O  -0.623  -1.366  -0.146
C  0.249  -0.259  -0.023
C  -0.389  0.954  -0.040
O  -1.666  1.151  0.068
H  -0.072  -2.128  0.106
Au  2.143  -0.200  0.009
H  0.357  1.848  0.026